Entry from OMol25: C4H9NOS in the gas phase (ωB97M-V with the def2-TZVPD basis set).

Each line ends with the natural charge from an NBO analysis.
Positions of all 16 atoms, in Å:
C (1.444, 1.456, 1.262)  -0.41
N (0.586, 1.666, 0.109)  -0.64
C (-0.462, 0.900, -0.334)  0.69
O (-1.457, 1.393, -0.829)  -0.60
C (-0.284, -0.593, -0.189)  -0.52
C (-1.251, -1.372, -1.069)  -0.49
S (-1.276, -3.163, -0.610)  -0.05
H (0.883, 1.428, 2.194)  0.20
H (2.225, 2.204, 1.238)  0.22
H (1.976, 0.508, 1.138)  0.19
H (0.578, 2.593, -0.256)  0.40
H (0.772, -0.830, -0.319)  0.22
H (-0.536, -0.847, 0.852)  0.23
H (-0.940, -1.263, -2.109)  0.21
H (-2.230, -0.918, -0.978)  0.25
H (-0.028, -3.162, -0.100)  0.11

* total charge: 0
* SMILES: CNC(=O)CCS
* largest force on an atom: 1.42 eV Å⁻¹
* frontier orbital gap: 9.88 eV
* total energy: -685.993704 hartree
* ΔE to the lowest compared entry with this formula, charge and spin: 15.8 kcal per mole